No. 1
The following is a quantum chemistry calculation of C5H6O2 in the gas phase, from OMol25.

The geometry in XYZ format:
```
13
Properties=species:S:1:pos:R:3:forces:R:3:mulliken_charge:R:1
O -0.885 -1.587 1.299 0.44 0.05 -0.08 -0.435
C -0.868 -0.340 1.663 -0.03 -0.19 0.01 -0.053
C -0.822 0.797 0.860 -0.26 0.07 -0.17 -0.114
C -0.470 1.354 -0.344 -0.04 -0.14 0.25 -0.575
C 0.838 1.064 -1.025 -0.09 -0.11 0.06 -0.328
C 1.224 -0.365 -1.284 -0.14 -0.33 0.10 0.128
O 0.660 -1.354 -0.856 0.16 0.31 -0.20 -0.601
H -0.561 -1.608 0.365 0.19 -0.15 -0.06 0.482
H -1.121 -0.203 2.718 -0.13 -0.14 -0.24 0.371
H -1.662 1.286 1.390 0.19 0.84 0.04 0.171
H 1.672 1.521 -0.463 -0.18 -0.11 0.01 0.304
H 0.898 1.559 -2.012 -0.04 -0.14 0.21 0.300
H 2.078 -0.506 -1.975 -0.05 0.03 0.07 0.350
```
Positions in Å, forces in eV/Å.

Results
Electronic energy, Ha: -344.4278
Frontier orbital gap (alpha / beta), eV: 7.149 / 7.145

No. 2
The following is a quantum chemistry calculation of C5H6O2 in the gas phase, from OMol25.

The geometry in XYZ format:
```
13
Properties=species:S:1:pos:R:3:forces:R:3:mulliken_charge:R:1
C -1.264 -2.214 0.442 0.19 0.39 -0.23 0.231
C -0.749 -1.255 -0.072 -0.23 -0.44 0.19 -1.036
C -0.072 -0.060 -0.590 -0.03 0.02 0.03 0.531
C 1.425 -0.320 -0.443 0.27 0.02 0.37 -0.067
O 2.061 -0.055 0.549 -0.31 -0.12 -0.45 -0.509
C -0.549 1.218 0.172 -0.31 -0.09 -0.02 -0.727
O 0.466 2.158 0.386 0.16 -0.01 0.11 -0.532
H -1.723 -3.061 0.903 0.07 0.14 -0.12 0.429
H -0.283 0.037 -1.662 0.05 -0.01 0.15 0.285
H 1.908 -0.805 -1.314 -0.03 0.00 0.11 0.374
H -1.032 0.914 1.109 0.14 0.02 -0.09 0.331
H -1.304 1.715 -0.443 0.02 -0.11 0.09 0.347
H 1.116 1.729 0.962 0.00 0.19 -0.14 0.344
```
Positions in Å, forces in eV/Å.

Results
Electronic energy, Ha: -344.5068
Frontier orbital gap, eV: 10.685
Structure (SMILES): C#C[C@H](C=O)CO

No. 3
The following is a quantum chemistry calculation of C5H6O2S in the gas phase, from OMol25.

The geometry in XYZ format:
```
14
Properties=species:S:1:pos:R:3:forces:R:3:mulliken_charge:R:1
O 0.636 -1.448 1.563 3.21 -0.82 -5.02 -0.565
C 1.205 -1.505 0.405 -1.92 0.53 3.84 0.188
C 0.947 -0.678 -0.799 -0.43 4.07 -2.31 -0.558
C 0.212 0.684 -0.484 1.47 0.29 1.46 0.115
S 0.786 2.195 -0.675 0.32 -0.62 -0.97 -0.246
C -0.841 0.545 0.524 0.34 2.37 2.75 -0.541
C -1.817 -0.496 0.362 -2.49 -4.05 -2.28 -0.024
O -1.966 -1.575 -0.305 1.85 3.92 1.68 -0.544
H 1.956 -2.208 0.084 0.48 -1.07 0.96 0.362
H 0.201 -1.232 -1.404 0.49 -0.20 0.09 0.333
H 1.862 -0.299 -1.519 -1.88 -1.70 2.09 0.339
H -0.281 0.108 1.445 -0.67 0.50 -1.14 0.394
H -1.281 1.641 1.124 1.03 -3.33 -2.55 0.341
H -2.630 -0.248 0.967 -1.81 0.12 1.40 0.407
```
Positions in Å, forces in eV/Å.

Results
Electronic energy, Ha: -742.6484
Frontier orbital gap, eV: 8.431
Structure (SMILES): O=CCC(=S)CC=O

No. 4
The following is a quantum chemistry calculation of 2 unconnected molecules or ions with the total composition C5H6O3, from OMol25.

The geometry in XYZ format:
```
14
Properties=species:S:1:pos:R:3:forces:R:3:mulliken_charge:R:1
O -0.313 1.684 -0.131 -0.72 -0.15 0.07 -0.493
C 0.482 0.809 -0.220 2.88 0.02 0.09 0.439
C 2.062 0.935 -0.035 -1.42 -0.85 0.04 -0.381
C 2.537 -0.427 -0.518 -0.08 -0.02 -0.11 -0.184
C 1.446 -1.172 -0.804 0.99 0.72 1.20 -0.330
O 0.226 -0.489 -0.537 0.17 -0.59 -0.67 -0.311
H 2.423 1.837 -0.524 0.08 -0.16 -0.16 0.322
H 2.260 1.027 1.040 -0.06 0.14 -0.10 0.246
H 3.627 -0.708 -0.491 -1.62 0.04 -0.32 0.305
H 1.374 -2.247 -1.027 -0.26 0.87 -0.04 0.383
C -3.680 0.587 -0.173 0.99 1.17 2.05 -0.014
O -3.595 -0.540 -0.519 -0.08 -1.59 -1.13 -0.352
H -2.803 1.294 -0.343 -1.15 -0.14 -0.13 0.149
H -4.477 0.831 0.591 0.27 0.55 -0.80 0.220
```
Positions in Å, forces in eV/Å.

Results
Electronic energy, Ha: -419.7822
Frontier orbital gap, eV: 10.418
Structure (SMILES): O=C1CC=CO1.C=O

No. 5
The following is a quantum chemistry calculation of C5H6O3 in the gas phase, from OMol25.

The geometry in XYZ format:
```
14
Properties=species:S:1:pos:R:3:forces:R:3:mulliken_charge:R:1
C 1.464 0.480 0.503 -2.78 2.16 2.06 -1.667
C 0.052 0.055 -0.008 1.86 -0.63 -1.04 1.239
C -0.963 1.082 0.386 -0.90 3.02 1.19 -0.086
O -1.121 1.462 1.589 0.32 -1.49 -4.90 -0.498
C 0.347 -0.284 -1.608 -1.94 -0.83 2.27 -0.069
O 0.217 0.493 -2.496 0.29 0.47 0.03 -0.424
C -0.301 -1.129 0.855 -1.71 -1.36 0.20 -0.138
O 0.055 -2.279 0.658 -0.47 1.94 0.65 -0.493
H 2.219 -0.166 0.290 1.87 -2.44 -0.31 0.451
H 1.721 1.371 0.003 0.27 1.37 -0.58 0.449
H 1.364 0.740 1.595 0.41 -0.50 -1.02 0.364
H -1.534 1.523 -0.566 0.62 -0.50 2.19 0.261
H 0.531 -1.379 -1.755 0.37 0.56 0.05 0.348
H -1.103 -0.712 1.650 1.78 -1.77 -0.79 0.263
```
Positions in Å, forces in eV/Å.

Results
Electronic energy, Ha: -419.7541
Frontier orbital gap, eV: 9.848
Structure (SMILES): CC(C=O)(C=O)C=O

No. 6
The following is a quantum chemistry calculation of C5H6O4 in the gas phase, from OMol25.

The geometry in XYZ format:
```
15
Properties=species:S:1:pos:R:3:forces:R:3:mulliken_charge:R:1
C 1.530 -0.096 0.137 -0.69 0.55 0.09 -0.643
C -0.676 0.715 1.458 0.61 0.06 0.25 -1.339
C -0.816 0.296 -1.128 -0.50 -0.50 1.99 0.334
C 1.429 -0.462 -1.200 1.90 -1.51 -0.74 0.653
C -0.200 -0.340 0.475 -1.14 0.51 -2.16 0.907
O -1.568 -0.662 -1.663 0.14 0.09 -0.31 -0.496
O -0.802 1.444 -1.481 0.30 -0.10 -0.35 -0.576
O 1.555 -0.989 -2.210 -0.89 1.11 1.42 -0.205
O -0.520 -1.539 0.593 0.31 -0.28 0.04 -0.811
H -1.446 -1.455 -1.091 0.07 0.17 0.19 0.421
H 1.748 0.964 0.238 -0.12 0.05 -0.05 0.314
H 2.165 -0.732 0.753 -0.01 -0.17 -0.28 0.380
H -0.443 1.721 1.115 0.01 0.01 0.04 0.350
H -1.754 0.616 1.584 0.04 -0.10 -0.14 0.342
H -0.202 0.516 2.422 -0.03 0.11 0.02 0.370
```
Positions in Å, forces in eV/Å.

Results
Electronic energy, Ha: -494.9852
Frontier orbital gap, eV: 7.546

No. 7
The following is a quantum chemistry calculation of a molecular structure, C5H6O5Tl, from OMol25.

The geometry in XYZ format:
```
17
Properties=species:S:1:pos:R:3:forces:R:3:mulliken_charge:R:1
H -3.403 1.827 2.182 0.34 -0.23 0.21 0.226
O -2.243 -1.080 1.720 -0.94 2.83 1.43 -0.358
C -2.917 1.054 2.775 0.23 0.52 0.19 -0.924
C -2.418 -0.007 2.181 -1.12 -2.57 -0.55 0.782
H -2.786 1.149 3.854 0.05 0.06 -0.46 0.227
H 1.373 2.002 -0.356 -0.03 -0.19 0.05 0.319
C 1.318 0.889 -0.343 0.25 0.18 -0.13 -0.369
C 0.829 0.467 -1.735 0.16 0.32 -0.12 -0.401
O 0.538 -0.927 -1.716 -0.59 0.65 -0.93 -0.409
C 1.584 -1.854 -1.674 1.85 -0.28 -1.22 0.632
O 2.536 -1.703 -2.438 -0.44 0.15 0.29 -0.667
O 1.354 -2.746 -0.824 1.55 -1.07 -1.31 -0.652
Tl -0.068 -1.679 0.444 -1.57 -1.41 2.39 0.477
O 0.506 0.397 0.655 0.42 1.30 -0.03 -0.704
H 2.373 0.540 -0.240 -0.24 0.07 -0.06 0.235
H 1.556 0.725 -2.520 -0.12 -0.26 0.16 0.326
H -0.133 0.947 -1.965 0.19 -0.08 0.09 0.259
```
Positions in Å, forces in eV/Å.

Results
Net charge: -1
Electronic energy, Ha: -742.8030
Frontier orbital gap, eV: 6.188

No. 8
The following is a quantum chemistry calculation of 2 unconnected molecules or ions with the total composition C5H6O8S2, from OMol25.

The geometry in XYZ format:
```
21
Properties=species:S:1:pos:R:3:forces:R:3:mulliken_charge:R:1
C 2.218 2.431 0.270 -1.17 -0.42 1.15 0.379
C 0.363 3.863 -1.249 -0.39 -1.53 -0.93 0.456
C -0.687 0.749 2.559 0.64 -2.16 0.69 -0.713
C -0.260 0.497 -1.567 2.56 -0.75 -0.25 -0.813
C 1.479 2.743 -0.923 -1.01 -0.36 -0.72 0.684
O 2.939 3.054 -0.658 0.04 -0.04 0.42 -0.478
O 0.762 4.989 -1.130 1.10 2.29 0.67 -0.680
O 2.218 1.931 1.358 1.06 1.08 -0.91 -0.633
O -0.721 3.428 -1.674 0.47 -0.54 0.42 -0.692
O -0.748 -1.392 0.955 -0.02 -0.23 0.13 -0.641
O -2.838 -0.824 2.291 1.13 0.25 -1.05 -0.699
O 2.315 0.284 -1.127 -0.42 0.90 -0.50 -0.715
O 1.660 1.258 -3.296 -0.33 0.88 1.22 -0.758
S -1.752 -0.348 1.312 -0.68 0.82 2.22 0.470
S 1.400 1.183 -1.849 0.35 -2.61 -1.38 1.237
H -0.376 -0.058 3.318 -0.50 0.78 -1.05 0.261
H 0.306 1.061 2.111 -1.56 0.29 0.42 0.121
H -1.312 1.438 3.176 0.55 0.02 -1.01 0.289
H -0.107 0.042 -0.599 -0.54 -0.15 0.31 0.129
H -0.953 1.266 -1.642 -1.35 1.19 0.00 0.499
H -0.356 -0.292 -2.323 0.07 0.29 0.13 0.296
```
Positions in Å, forces in eV/Å.

Results
Net charge: -2
Electronic energy, Ha: -1592.3862
Frontier orbital gap, eV: 6.406

No. 9
The following is a quantum chemistry calculation of C5H6OS in the gas phase, from OMol25.

The geometry in XYZ format:
```
13
Properties=species:S:1:pos:R:3:forces:R:3:mulliken_charge:R:1
C -0.786 1.253 -0.110 -0.52 0.10 -0.68 -0.274
C -0.284 0.820 -1.268 -0.23 0.43 0.41 -0.083
O 0.424 -0.299 -1.568 0.00 -0.65 -0.08 -0.378
C 0.992 -1.257 -0.752 0.06 -0.03 -1.02 -0.172
C 1.216 -1.266 0.552 -0.37 0.51 0.00 -0.261
S 0.717 -0.073 1.735 0.90 -0.02 1.22 -0.122
C -0.879 0.539 1.181 0.33 -0.93 -1.03 -0.662
H -1.286 2.214 -0.138 0.00 0.00 -0.27 0.306
H -0.463 1.386 -2.184 0.29 -0.13 0.31 0.329
H 1.333 -2.082 -1.402 -0.13 0.56 0.51 0.318
H 1.845 -2.057 0.944 -0.31 -0.08 0.06 0.315
H -1.327 1.172 1.924 0.17 0.19 0.59 0.370
H -1.503 -0.350 1.087 -0.20 0.05 -0.02 0.314
```
Positions in Å, forces in eV/Å.

Results
Electronic energy, Ha: -667.4806
Frontier orbital gap, eV: 8.763
Structure (SMILES): C1=COC=CSC1